# 1
DFT (wB97M-V/def2-TZVPD) results for a cluster of 2 separate species, C23H41NO4P in total.

- gap between HOMO and LUMO (Ha) = 0.3244
- lowest unoccupied orbital energy (eV) = -2.75
- total charge = +1

Each line ends with the Löwdin charge.
Cartesian coordinates (Å):
1 C 0.4685 -1.7141 2.5060  -0.076
2 C 1.8828 -1.0975 2.4884  -0.232
3 C 2.3398 -0.7490 1.0666  -0.249
4 C 1.8428 0.6524 0.7105  -0.251
5 P 2.2267 1.2633 -0.9552  1.038
6 C 3.4272 2.6277 -0.9220  -0.254
7 C 4.9059 2.2724 -1.1036  -0.216
8 C 5.6899 1.7397 0.1146  -0.227
9 C 5.0527 1.9190 1.4981  -0.088
10 C 2.6940 -0.0092 -2.1402  -0.247
11 C 3.9279 -0.8786 -1.8081  -0.210
12 C 3.6043 -2.3979 -1.7023  -0.287
13 N 4.5161 -3.2850 -2.3907  0.006
14 C 0.7017 2.0049 -1.6198  -0.248
15 C -0.5687 1.2032 -1.2778  -0.216
16 C -1.3810 1.9394 -0.2078  -0.093
17 C -2.7114 1.2857 0.0890  -0.445
18 O -3.7505 1.9323 0.2532  0.116
19 O -2.6456 -0.0745 0.1795  -0.034
20 C -3.5563 -0.7537 -0.7213  -0.200
21 C -2.8581 -1.8891 -1.4534  -0.049
22 H -0.0737 -1.4009 3.3880  0.076
23 H 0.5564 -2.7939 2.4999  0.078
24 H -0.0833 -1.4364 1.6104  0.058
25 H 1.9346 -0.2182 3.1237  0.108
26 H 2.5680 -1.8323 2.8973  0.109
27 H 1.8784 -1.4466 0.3724  0.106
28 H 3.4196 -0.8394 1.0190  0.093
29 H 2.2515 1.3889 1.3990  0.092
30 H 0.7711 0.6604 0.8797  0.075
31 H 3.2289 3.2524 -0.0586  0.096
32 H 3.1349 3.2126 -1.7944  0.101
33 H 5.0190 1.6042 -1.9516  0.093
34 H 5.3936 3.1931 -1.4089  0.115
35 H 6.6350 2.2722 0.1356  0.106
36 H 5.9601 0.6944 0.0011  0.094
37 H 5.8485 1.8991 2.2360  0.082
38 H 4.5455 2.8674 1.6307  0.074
39 H 4.4147 1.0745 1.7368  0.048
40 H 1.8277 -0.6269 -2.3605  0.098
41 H 2.9068 0.5439 -3.0544  0.105
42 H 4.6605 -0.7754 -2.6007  0.108
43 H 4.4094 -0.5737 -0.8866  0.069
44 H 3.6535 -2.6738 -0.6523  0.100
45 H 2.5828 -2.6037 -2.0112  0.106
46 H 4.5805 -3.0704 -3.3741  0.072
47 H 5.4380 -3.2380 -1.9872  0.073
48 H 0.8501 2.0495 -2.6967  0.102
49 H 0.6444 3.0281 -1.2601  0.102
50 H -1.1864 1.1587 -2.1686  0.129
51 H -0.3336 0.2031 -0.9306  0.087
52 H -0.8080 2.0257 0.7140  0.124
53 H -1.5845 2.9480 -0.5486  0.131
54 H -4.3648 -1.1584 -0.1257  0.110
55 H -3.9620 -0.0537 -1.4436  0.124
56 H -3.2206 -1.9782 -2.4711  0.081
57 H -3.0377 -2.8306 -0.9471  0.078
58 H -1.7831 -1.7419 -1.4887  0.062
59 C -6.6350 -0.1360 2.0680  0.022
60 C -6.9832 -0.0327 0.7891  0.010
61 C -8.2486 -0.6208 0.2829  -0.386
62 O -8.5577 -0.5297 -0.8850  0.108
63 C -9.1141 -1.3265 1.2609  0.022
64 C -8.7672 -1.4301 2.5412  0.023
65 C -7.5001 -0.8431 3.0469  -0.386
66 O -7.1814 -0.9368 4.2111  0.110
67 H -5.7158 0.2863 2.4550  0.121
68 H -6.3667 0.4821 0.0623  0.109
69 H -10.0324 -1.7470 0.8714  0.123
70 H -9.3824 -1.9411 3.2706  0.124


# 2
DFT (wB97M-V/def2-TZVPD) results for a cluster of 2 separate species, C23H42BFN6O14P2 in total.

- gap between HOMO and LUMO (Ha) = 0.2209
- lowest unoccupied orbital energy (eV) = -2.82

Each line ends with the Löwdin charge.
Cartesian coordinates (Å):
1 C 2.2984 1.1020 6.6094  -0.080
2 C 2.7588 1.6135 5.1379  -0.264
3 O 1.9605 2.7948 4.8656  -0.188
4 C 1.6125 2.8041 3.4655  -0.178
5 C 2.9322 2.7236 2.5179  -0.184
6 O 2.5790 3.3939 1.2924  -0.163
7 C 2.7860 2.5696 0.1251  -0.151
8 C 1.5361 2.8746 -0.8589  -0.133
9 O 0.2558 2.4982 -0.2457  -0.150
10 C -0.0093 1.1639 -0.7026  -0.164
11 C -1.4653 0.6126 -0.2307  -0.322
12 C -2.5029 1.7394 0.1897  -0.255
13 C -2.8973 2.7590 -1.0015  -0.032
14 F -3.6687 1.2217 0.8863  -0.089
15 C -1.2429 -0.3640 1.0579  -0.045
16 N -1.3946 -1.7645 0.5156  -0.064
17 C -2.6582 -2.4897 0.8495  -0.160
18 C -2.4946 -3.6668 1.9199  -0.186
19 C -2.9967 -3.2773 3.4014  -0.190
20 C -2.6912 -4.5825 4.3254  -0.286
21 N -2.2328 -4.2426 5.7047  -0.037
22 C -1.0815 -1.5599 -0.8984  -0.268
23 N -0.2664 -2.3441 -1.5993  -0.110
24 C 0.4283 -3.5364 -1.0264  -0.141
25 C -0.2534 -4.9406 -1.3791  -0.059
26 C -0.5653 -5.7758 -0.0475  -0.399
27 N -1.6380 -6.8006 -0.0280  0.095
28 O 0.0963 -5.6398 1.0143  0.018
29 P -0.0212 -1.8248 -3.3274  0.982
30 O -0.9467 -2.7984 -4.3771  -0.266
31 O 1.6473 -1.8971 -3.6825  -0.261
32 N -1.7884 -0.3445 -1.3298  -0.153
33 P -3.4614 -0.5321 -1.8378  0.793
34 N -3.5676 -2.0110 -2.5049  -0.305
35 H 1.7644 1.9577 7.1593  0.087
36 H 1.5332 0.2790 6.4392  0.065
37 H 3.1737 0.6733 7.1947  0.073
38 H 2.5631 0.7467 4.4229  0.114
39 H 3.8669 1.8983 5.1475  0.126
40 H 1.1183 3.8035 3.1853  0.139
41 H 0.8541 1.9952 3.1665  0.121
42 H 3.8468 3.2031 3.0271  0.143
43 H 3.1810 1.6190 2.4049  0.109
44 H 2.7578 1.4484 0.3181  0.115
45 H 3.7486 2.8965 -0.4118  0.136
46 H 1.7563 2.3035 -1.8184  0.131
47 H 1.4941 3.9835 -1.1558  0.153
48 H 0.8306 0.4284 -0.4268  0.134
49 H -0.0561 1.1426 -1.8561  0.131
50 H -1.9642 2.3903 0.9701  0.163
51 H -4.0333 2.6361 -1.1417  0.091
52 H -2.3155 2.5133 -1.9443  0.089
53 H -2.7503 3.8301 -0.6425  0.100
54 H -1.7644 -0.1072 2.0310  0.146
55 H -0.1163 -0.3543 1.2993  0.133
56 H -3.0706 -2.9371 -0.1239  0.101
57 H -3.4345 -1.7113 1.1856  0.128
58 H -1.3841 -3.9113 2.0147  0.102
59 H -3.1251 -4.5521 1.5836  0.107
60 H -4.1139 -3.0100 3.4354  0.117
61 H -2.3809 -2.3935 3.7739  0.107
62 H -1.8346 -5.1427 3.8108  0.108
63 H -3.6069 -5.2801 4.3243  0.120
64 H -1.2756 -3.8734 5.5877  0.067
65 H -2.8306 -3.4602 6.0254  0.068
66 H 0.5445 -3.3450 0.0972  0.138
67 H 1.4987 -3.5348 -1.4439  0.134
68 H 0.5396 -5.5520 -1.9470  0.139
69 H -1.1531 -4.8497 -2.0659  0.115
70 H -1.4230 -7.4387 0.7518  0.094
71 H -2.5257 -6.3435 0.2243  0.075
72 H -1.0104 -3.7201 -4.0290  0.050
73 H 1.8990 -2.8010 -3.9845  0.068
74 H -4.4175 -0.5035 -0.7778  0.037
75 H -3.7442 0.4029 -2.9003  0.045
76 H -4.2834 -2.5105 -1.9588  -0.044
77 B 3.1232 5.2088 -5.3660  -0.899
78 O 4.0848 6.3101 -5.1838  0.242
79 C 4.7694 6.0561 -4.0677  -0.398
80 O 5.6405 6.7627 -3.6268  0.153
81 C 4.2941 4.7963 -3.4770  -0.397
82 O 4.7034 4.2822 -2.4646  0.130
83 O 3.3232 4.2870 -4.2334  0.227
84 O 1.7399 5.7148 -5.3946  0.233
85 C 1.2143 5.3616 -6.5687  -0.402
86 O 0.0894 5.6216 -6.9163  0.144
87 C 2.2139 4.6187 -7.3503  -0.401
88 O 2.0558 4.1604 -8.4540  0.148
89 O 3.3451 4.5217 -6.6496  0.237


# 3
DFT (wB97M-V/def2-TZVPD) results for a structure of composition C23H42BN2O9P2S.

- gap between HOMO and LUMO (Ha) = 0.0878
- lowest unoccupied orbital energy (eV) = -5.56
- total charge = +1

Each line ends with the Löwdin charge.
Cartesian coordinates (Å):
1 C -1.5613 1.2382 -5.4831  -0.081
2 C -1.4503 0.3443 -4.2681  -0.319
3 O -2.7065 0.2837 -3.6484  -0.147
4 C -2.8448 -0.7893 -2.7112  -0.245
5 C -2.1151 -0.4965 -1.4182  -0.231
6 P -2.2961 -1.7509 -0.0470  0.588
7 O -2.3069 -0.4830 1.1635  -0.353
8 C -1.6523 -0.6344 2.3596  -0.280
9 C -0.3419 0.1291 2.5254  -0.414
10 C -0.1027 0.2879 4.0261  -0.040
11 O -0.3457 1.4031 1.8905  -0.039
12 P -4.6287 -1.5478 -0.0136  0.200
13 O -5.3493 -2.4881 -1.1151  -0.257
14 O -5.0814 -2.3170 1.3516  -0.272
15 S -5.3458 0.2707 -0.0656  0.176
16 O -2.4792 -3.1381 -1.0893  -0.286
17 C -1.2368 -3.7146 -1.4152  -0.410
18 C -1.3476 -5.1440 -1.8897  -0.003
19 C -0.3947 -3.4391 -0.1754  -0.268
20 B 1.0901 -3.9282 -0.1983  -0.622
21 O 2.0152 -3.3938 -1.0599  0.191
22 O 1.5989 -4.8006 0.7810  0.038
23 C 1.6308 -3.8975 1.8672  -0.091
24 O -0.5629 -2.0491 0.0175  -0.247
25 H -2.2004 0.7823 -6.2360  0.078
26 H -0.5817 1.4359 -5.9168  0.067
27 H -2.0078 2.1880 -5.1947  0.073
28 H -0.6981 0.7561 -3.5823  0.099
29 H -1.1220 -0.6611 -4.5607  0.120
30 H -3.9155 -0.8812 -2.5576  0.088
31 H -2.4727 -1.7008 -3.1849  0.112
32 H -1.0424 -0.4693 -1.6162  0.072
33 H -2.4009 0.4814 -1.0418  0.074
34 H -2.4871 -2.6483 1.0789  0.048
35 H -1.4854 -1.6960 2.6011  0.115
36 H -2.3241 -0.2380 3.1386  0.136
37 H 0.4684 -0.3988 2.0204  0.096
38 H -0.7182 1.1065 4.3944  0.087
39 H 0.9302 0.5708 4.2240  0.058
40 H -0.3501 -0.6217 4.5725  0.090
41 H -1.1053 1.8984 2.2086  0.102
42 H -5.9751 -3.0766 -0.6819  0.063
43 H -4.2967 -2.5394 1.8671  0.032
44 H -0.8020 -3.0862 -2.2088  0.145
45 H -1.5484 -5.1724 -2.9580  0.083
46 H -0.4230 -5.6982 -1.7151  0.081
47 H -2.1654 -5.6603 -1.3914  0.092
48 H -0.9020 -3.9774 0.6469  0.144
49 H 2.7340 -4.0221 -1.1843  0.116
50 H 2.4808 -4.1294 2.5111  0.102
51 H 0.7323 -3.9500 2.4846  0.112
52 H 1.7643 -2.8761 1.4916  0.052
53 C 3.5210 -1.3313 2.8613  0.046
54 N 3.3364 0.0015 2.2439  -0.056
55 C 2.5456 0.0214 1.1581  0.005
56 C 2.2480 1.1960 0.5173  0.061
57 C 2.7621 2.3865 1.0114  -0.126
58 C 3.6028 2.3411 2.1259  0.052
59 C 3.8791 1.1304 2.7221  0.019
60 C 2.3800 3.6655 0.3711  -0.113
61 C 1.8055 4.6916 1.1157  0.064
62 C 1.4519 5.8665 0.4954  0.026
63 N 1.6567 6.0415 -0.8190  -0.076
64 C 2.2011 5.0618 -1.5615  0.022
65 C 2.5677 3.8672 -0.9955  0.063
66 C 1.2962 7.3190 -1.4742  0.048
67 H 3.8773 -1.9813 2.0672  0.113
68 H 2.5278 -1.6438 3.1738  0.100
69 H 4.2155 -1.3216 3.6939  0.112
70 H 2.1440 -0.9296 0.8315  0.136
71 H 1.5820 1.1692 -0.3357  0.156
72 H 4.0453 3.2380 2.5360  0.137
73 H 4.5156 1.0396 3.5897  0.151
74 H 1.6091 4.5780 2.1726  0.145
75 H 0.9949 6.6862 1.0298  0.153
76 H 2.3314 5.2701 -2.6140  0.158
77 H 3.0035 3.1027 -1.6233  0.145
78 H 0.6004 7.1173 -2.2843  0.117
79 H 2.1994 7.7852 -1.8590  0.115
80 H 0.8290 7.9705 -0.7440  0.104